Below is a cluster of 15 separate species, C45H90O45 in total in a non-equilibrium geometry, with properties calculated with ωB97M-V with the def2-TZVPD basis set.

Spin multiplicity   1
Max |F|   2.7 eV/Å
Kohn-Sham gap   10.75 eV
ΔE to the lowest compared entry with this formula, charge and spin   75.2 kcal per mole
Electronic energy   -140259.487 eV

CARTESIAN COORDINATES (ANGSTROEM)
C  -4.42822  -6.74592  -6.25167
O  -4.62089  -5.51685  -5.59212
C  -3.58725  -4.95185  -4.97216
O  -2.47246  -5.35160  -5.02374
O  -4.06762  -3.98365  -4.24664
C  -3.17446  -3.00343  -3.73514
H  -4.27609  -6.61609  -7.32477
H  -5.31026  -7.34319  -6.03379
H  -3.55514  -7.32933  -5.94708
H  -3.56435  -2.02964  -3.47504
H  -2.35141  -2.83356  -4.43108
H  -2.70137  -3.44541  -2.85574
C  -3.59217  -2.35861  6.63163
O  -2.77734  -1.34848  6.05853
C  -2.76356  -1.33544  4.73371
O  -3.20048  -2.20356  4.05031
O  -2.26136  -0.17958  4.35994
C  -2.17784  0.15037  2.97457
H  -3.73739  -2.22233  7.69670
H  -3.13458  -3.32626  6.42485
H  -4.57758  -2.39662  6.16535
H  -2.22600  1.24282  2.97186
H  -2.85587  -0.24696  2.23455
H  -1.13519  -0.02365  2.69748
C  -2.30648  7.57994  1.79463
O  -1.98617  6.18479  1.64135
C  -2.80864  5.38792  0.99202
O  -3.67454  5.75438  0.24708
O  -2.43916  4.14566  1.24312
C  -3.28916  3.10943  0.79716
H  -3.22028  7.48526  2.39291
H  -2.52820  8.07983  0.85548
H  -1.57375  8.11634  2.38365
H  -4.29898  3.17369  1.20687
H  -2.87092  2.11583  0.90345
H  -3.43271  3.24953  -0.28140
C  3.30904  7.05360  4.97110
O  3.20778  5.80046  4.28759
C  2.00450  5.41975  3.91241
O  0.93841  5.98433  3.97402
O  2.16645  4.34892  3.13434
C  1.03960  3.63893  2.65889
H  3.43245  7.84270  4.23036
H  4.21311  7.03472  5.57323
H  2.44103  7.21350  5.60427
H  0.57434  4.12533  1.80126
H  0.26798  3.49765  3.41492
H  1.37019  2.65469  2.33378
C  0.56533  -1.21680  -5.89164
O  0.07451  0.00319  -6.45836
C  -0.21303  0.96808  -5.58504
O  0.20483  1.07827  -4.46952
O  -1.06815  1.77741  -6.19242
C  -1.74423  2.83958  -5.50778
H  -0.24526  -1.73381  -5.38352
H  1.37212  -0.96582  -5.20156
H  1.03229  -1.82625  -6.65892
H  -1.40929  3.70252  -6.08450
H  -1.42803  2.98811  -4.47636
H  -2.81056  2.66649  -5.60782
C  2.96091  -2.50747  7.43859
O  2.34754  -1.65510  6.51162
C  2.91980  -0.49545  6.22317
O  3.92639  -0.06352  6.68833
O  2.29307  0.12552  5.21615
C  1.09133  -0.38381  4.66810
H  3.28554  -2.01433  8.36353
H  3.87515  -3.04062  7.17676
H  2.20467  -3.19899  7.80280
H  1.19389  -1.40342  4.30775
H  0.66746  0.26350  3.89813
H  0.29525  -0.21867  5.40579
C  -5.55911  0.73786  1.56856
O  -6.37428  1.29442  0.55662
C  -6.17113  0.99089  -0.71222
O  -5.32348  0.20714  -1.07497
O  -7.04758  1.62003  -1.45516
C  -6.97443  1.48917  -2.86649
H  -4.57058  0.57837  1.14273
H  -5.92351  -0.27950  1.75711
H  -5.61780  1.22701  2.53266
H  -7.29227  0.50551  -3.20575
H  -5.95160  1.64719  -3.21766
H  -7.55103  2.29653  -3.30629
C  -2.49539  -1.37266  -8.98476
O  -2.64970  -1.41611  -7.58250
C  -3.33417  -0.40699  -7.04515
O  -3.98571  0.42610  -7.59908
O  -3.21874  -0.58245  -5.72876
C  -4.00222  0.17705  -4.80278
H  -1.64305  -0.81792  -9.37450
H  -3.38514  -1.00191  -9.49705
H  -2.40645  -2.40262  -9.33080
H  -4.79528  -0.46183  -4.41441
H  -4.46593  1.01363  -5.32157
H  -3.32091  0.44870  -4.00192
C  0.90331  3.27840  -2.43075
O  1.65993  4.06734  -1.55018
C  0.98959  5.02076  -0.96359
O  -0.16866  5.26073  -1.08840
O  1.80441  5.75360  -0.23043
C  1.17742  6.75013  0.56562
H  0.52828  3.80411  -3.30894
H  0.02822  2.84014  -1.94360
H  1.45385  2.42756  -2.81702
H  1.90113  7.56006  0.57199
H  1.00871  6.41647  1.58850
H  0.21096  7.08703  0.20318
C  -0.74891  -5.73429  -2.31800
O  0.47766  -5.47469  -1.66533
C  1.10764  -4.34593  -1.84365
O  0.83550  -3.47774  -2.62201
O  2.16475  -4.35202  -1.04565
C  3.08585  -3.28382  -1.09906
H  -1.45907  -4.94275  -2.08228
H  -1.23641  -6.63450  -1.94107
H  -0.67452  -5.91085  -3.38770
H  3.24607  -2.96393  -2.12843
H  4.00876  -3.60503  -0.63218
H  2.72193  -2.36815  -0.63357
C  2.50852  -0.62835  -3.32064
O  3.55642  -0.44484  -2.37900
C  4.57624  0.36961  -2.67551
O  4.81534  0.77326  -3.76678
O  5.42391  0.50129  -1.67266
C  4.97882  0.15704  -0.34108
H  1.55469  -0.41613  -2.85982
H  2.64047  -1.56910  -3.86115
H  2.64836  0.01526  -4.19954
H  5.85096  0.41939  0.25957
H  4.88332  -0.92202  -0.25060
H  4.14670  0.77478  -0.02057
C  6.26977  -1.68004  3.17441
O  5.24425  -2.38679  3.87080
C  4.19590  -2.80889  3.21895
O  3.84603  -2.45471  2.13708
O  3.56129  -3.68884  3.99078
C  2.22772  -4.03134  3.64212
H  7.00867  -1.25874  3.84524
H  5.72897  -0.89211  2.64185
H  6.77021  -2.31528  2.44143
H  1.58350  -3.92719  4.51307
H  2.21817  -5.06568  3.28857
H  1.81848  -3.45107  2.81273
C  1.43516  -0.45883  1.14122
O  0.91278  -0.69604  -0.15266
C  -0.19401  -0.06404  -0.47410
O  -0.77062  0.76513  0.17698
O  -0.57868  -0.48814  -1.65722
C  -1.73164  0.06054  -2.28608
H  2.04203  0.42782  1.29117
H  1.90990  -1.39344  1.43106
H  0.62618  -0.46551  1.87324
H  -2.01602  -0.53009  -3.15034
H  -1.43231  1.06517  -2.59266
H  -2.58721  0.10089  -1.60782
C  -3.41366  -2.24152  0.75022
O  -2.89118  -3.57591  0.62899
C  -1.70701  -3.86774  1.18081
O  -0.90207  -3.10911  1.67211
O  -1.58159  -5.20293  1.06186
C  -0.37714  -5.88111  1.36218
H  -2.60888  -1.51165  0.66139
H  -3.87574  -2.25310  1.73708
H  -4.14114  -2.04201  -0.03247
H  -0.05869  -6.49385  0.52894
H  -0.47940  -6.41229  2.31305
H  0.45797  -5.22617  1.63336
C  9.12712  1.59532  3.01428
O  7.83030  1.73334  2.43786
C  6.83207  1.70645  3.31373
O  6.91663  1.50847  4.48489
O  5.70009  1.83940  2.65252
C  4.48471  1.77774  3.37039
H  9.28579  0.51924  3.08556
H  9.20964  2.03246  4.00980
H  9.89542  2.09320  2.43041
H  4.25660  2.66087  3.96453
H  4.30482  0.94073  4.04840
H  3.71760  1.63997  2.60844